No. 1
Density functional theory data (ωB97M-V with the def2-TZVPD basis set) for 2 unconnected molecules or ions with the total composition C5H12O at a distorted geometry.

```
18
Properties=species:S:1:pos:R:3:forces:R:3:lowdin_charge:R:1
C 2.52198 -0.37882 -0.63564 0.1 0.0 0.0 -0.112
C 1.49066 -0.97217 0.32908 0.0 -0.1 0.0 -0.234
C 0.35226 -0.04367 0.56808 0.8 0.3 0.2 -0.219
O -0.78419 -0.54793 0.97764 0.2 -0.9 0.0 -0.107
C -1.86376 0.12260 1.23647 -0.6 0.5 0.6 -0.074
C -1.73606 0.75729 -1.43857 0.1 0.1 -0.3 -0.058
H 3.39244 -1.03778 -0.71782 -0.1 0.1 0.0 0.069
H 2.88040 0.59551 -0.28325 -0.1 -0.1 0.0 0.072
H 2.10487 -0.23736 -1.63855 0.0 0.0 0.2 0.074
H 1.98854 -1.20774 1.28074 0.1 -0.1 -0.1 0.108
H 1.10557 -1.91757 -0.07179 0.0 0.1 0.1 0.117
H 0.51143 1.01806 0.75497 0.0 -0.1 -0.1 0.134
H -0.83802 0.50044 -0.84136 -0.6 0.3 -0.4 -0.016
H -1.81277 1.20314 1.30046 0.0 -0.2 0.0 0.081
H -2.76784 -0.45055 1.35666 0.1 0.0 0.1 0.078
H -2.32310 1.58237 -1.02851 0.2 -0.1 -0.1 0.028
H -2.38716 -0.11236 -1.55893 0.2 0.1 0.0 0.038
H -1.32598 1.04979 -2.40172 -0.2 0.1 -0.3 0.022
```
Positions in Å, forces in eV/Å.

As for the energy relative to the best compared isomer or geometry (same formula, charge and spin): 397.08 kJ/mol. The total charge is 0. The HOMO energy (spin up / spin down) is -7.087 / -7.187 eV. For the LUMO energy (spin up / spin down), the calculation gives 0.037 / 0.034 Ha. As for the strongest force on any atom: 1.02 eV Å⁻¹. The HOMO-LUMO gap (spin up / spin down) is 0.297 / 0.298 Eh. The molar mass comes out at 88.15 g mol⁻¹. For the total energy, the calculation gives -272.797419 a.u.

***

No. 2
Density functional theory data (ωB97M-V with the def2-TZVPD basis set) for 2 unconnected molecules or ions with the total composition C5H12O.

```
18
Properties=species:S:1:pos:R:3:forces:R:3:lowdin_charge:R:1
C -2.65772 0.30921 -0.51828 -0.1 0.0 0.0 -0.132
C -1.13658 0.42762 -0.56950 0.0 0.0 0.0 -0.332
C -0.52010 0.56837 0.81977 0.0 0.1 0.0 -0.131
C 1.88263 -1.70488 0.46896 -0.5 -0.6 -0.2 -0.054
O 2.66611 -0.67766 0.53318 0.6 0.1 0.7 -0.156
C 2.76104 0.33875 -0.26756 0.0 0.5 -0.6 -0.062
H -2.96159 -0.57503 0.05456 0.0 0.1 -0.1 0.072
H -3.09490 0.22886 -1.51935 0.1 0.0 0.1 0.067
H -3.09804 1.18655 -0.02937 0.1 -0.1 -0.1 0.071
H -0.85612 1.29203 -1.18575 0.0 -0.1 0.1 0.101
H -0.71834 -0.45587 -1.07253 -0.1 0.1 0.1 0.086
H -0.93010 1.44495 1.33512 0.0 -0.1 -0.1 0.076
H -0.73767 -0.31083 1.43634 0.0 0.1 -0.1 0.075
H 1.97141 -2.40553 1.28365 0.0 0.1 -0.1 0.070
H 1.20120 -1.80532 -0.36901 0.1 0.0 0.1 0.071
H 3.50171 1.07304 0.00577 -0.1 -0.1 -0.1 0.067
H 0.56806 0.70200 0.76371 -0.3 0.0 0.1 0.033
H 2.15900 0.36374 -1.16972 0.1 0.0 0.1 0.077
```
Positions in Å, forces in eV/Å.

As for the energy relative to the best compared isomer or geometry (same formula, charge and spin): 383.34 kJ/mol. The total charge is 0. The HOMO energy (spin up / spin down) is -7.483 / -7.497 eV. For the LUMO energy (spin up / spin down), the calculation gives 0.030 / 0.031 Ha. As for the strongest force on any atom: 0.89 eV Å⁻¹. The HOMO-LUMO gap (spin up / spin down) is 0.305 / 0.306 Eh. The molar mass comes out at 88.15 g mol⁻¹. For the total energy, the calculation gives -272.802653 a.u.